A structure of composition C45H59BrClIrN2O5P2S6Si in a non-equilibrium geometry. Source: the Open Molecules 2025 dataset; level of theory: wB97M-V/def2-TZVPD.

```
123
Properties=species:S:1:pos:R:3:forces:R:3:mulliken_spin:R:1
Ir -0.05374 1.29326 1.00770 -1.1 -1.1 1.9 -0.0083
O -0.65227 2.92639 4.65726 0.7 -0.4 0.0 0.0000
Cl -0.04114 3.09203 3.38533 -0.9 1.0 -0.8 -0.0001
O 0.86203 4.18158 3.34738 0.3 -0.7 0.1 0.0000
O 0.69429 1.78008 2.97894 -0.4 0.1 -0.2 -0.0001
O -1.05799 3.24428 2.35858 0.3 0.6 0.6 -0.0001
C -6.10216 -3.07774 3.21963 0.1 0.1 -0.1 0.0000
S -5.78332 -3.36732 1.46355 -0.1 -0.1 0.0 0.0000
C -4.09629 -4.05414 1.53010 -0.1 0.2 -0.1 -0.0001
C -3.06793 -3.10585 0.92133 0.0 0.0 0.1 -0.0017
C -3.00324 -1.82922 1.74212 0.2 -0.1 -0.2 0.0006
N -2.01527 -0.83344 1.26532 -0.4 -0.4 0.2 -0.0016
P -0.34525 -0.91307 1.53226 -0.6 -0.1 -0.8 -0.0033
C -0.18755 -1.67552 3.15176 0.5 0.3 0.1 0.0008
C -0.15437 -3.06641 3.28350 -0.1 0.0 0.0 -0.0006
C -0.15894 -3.63401 4.54813 0.0 0.0 0.0 0.0000
C -0.20493 -2.82735 5.67845 0.0 0.0 0.0 0.0000
C -0.22792 -1.44634 5.54977 0.0 -0.1 0.0 0.0001
C -0.20389 -0.87121 4.28953 0.1 -0.1 0.1 -0.0001
C 0.28212 -2.10103 0.34865 0.6 0.1 0.0 -0.0250
C 1.51738 -2.71433 0.57813 0.0 -0.1 0.0 0.0051
C 2.03806 -3.58680 -0.36150 0.0 0.0 0.0 0.0002
C 1.36029 -3.80259 -1.55697 0.0 0.0 0.0 0.0016
C 0.16060 -3.15326 -1.80711 0.0 0.0 0.0 -0.0204
C -0.38042 -2.30245 -0.85470 -0.1 -0.1 0.1 0.0448
P -2.33523 0.81370 1.38937 0.0 0.5 -0.2 0.0038
C -3.41623 0.99909 2.83998 0.0 0.2 0.0 0.0010
C -4.80293 0.96094 2.64187 0.1 0.0 0.0 -0.0009
C -5.66290 1.01054 3.72652 0.0 0.0 0.0 -0.0002
C -5.15791 1.12710 5.01433 0.0 0.0 0.0 0.0000
C -3.78851 1.17984 5.21588 0.1 0.0 0.0 -0.0001
C -2.92433 1.10819 4.13343 -0.1 0.0 0.0 0.0003
C -3.44942 1.30066 0.07358 0.2 0.1 -0.3 -0.0102
C -3.67602 2.66417 -0.10501 -0.1 0.0 0.1 0.0036
C -4.54556 3.09166 -1.09480 0.0 0.0 0.0 0.0045
C -5.18529 2.16128 -1.90321 0.0 0.0 0.0 -0.0039
C -4.96519 0.80341 -1.72047 0.0 0.0 0.0 -0.0067
C -4.09042 0.36987 -0.73534 0.0 -0.1 0.0 0.0014
H -7.15222 -2.80477 3.30728 0.0 0.0 0.0 0.0000
H -5.48872 -2.26538 3.61186 0.0 0.0 0.0 0.0000
H -5.92874 -3.98875 3.78960 0.0 0.0 0.0 0.0000
H -4.11514 -4.99621 0.98535 0.1 0.0 0.0 0.0000
H -3.86101 -4.26091 2.57554 0.0 -0.1 0.0 0.0000
H -3.35078 -2.87698 -0.10969 0.1 0.0 0.0 0.0008
H -2.09165 -3.59634 0.88893 0.0 0.0 0.0 0.0000
H -2.80276 -2.07666 2.78986 0.0 0.1 0.0 0.0002
H -3.98060 -1.35201 1.70201 0.0 0.0 0.1 0.0000
H -0.13021 -3.70413 2.41027 0.0 0.0 0.0 -0.0001
H -0.12524 -4.71088 4.64838 0.0 0.0 0.0 0.0000
H -0.20748 -3.27887 6.66213 0.0 0.0 0.0 0.0000
H -0.25411 -0.81661 6.42931 0.0 0.0 0.0 0.0000
H -0.16571 0.20125 4.18944 0.0 0.0 0.0 0.0000
H 2.06889 -2.51278 1.48968 0.0 -0.1 0.0 0.0004
H 2.97362 -4.09485 -0.16612 0.0 0.0 0.0 -0.0002
H 1.77438 -4.47553 -2.29735 0.0 0.0 0.0 0.0000
H -0.35450 -3.30587 -2.74786 0.0 0.0 0.0 -0.0032
H -1.32078 -1.80145 -1.03187 0.0 0.0 -0.1 0.0174
H -5.21466 0.89766 1.64412 0.0 0.0 0.0 -0.0006
H -6.73164 0.97179 3.56077 0.0 0.0 0.0 0.0000
H -5.83421 1.19943 5.85635 0.0 0.0 0.0 0.0000
H -3.38571 1.29687 6.21364 0.0 0.0 0.0 0.0000
H -1.87126 1.18213 4.30976 0.1 0.0 0.0 0.0001
H -3.16828 3.38767 0.52526 0.0 0.0 0.0 0.0000
H -4.71598 4.14957 -1.24126 0.0 0.0 0.0 0.0007
H -5.85465 2.49827 -2.68426 0.0 0.0 0.0 0.0003
H -5.47264 0.07861 -2.34413 0.0 0.0 0.0 0.0027
H -3.91797 -0.68951 -0.59293 0.0 0.0 0.0 0.0095
C 2.87094 3.80424 -0.84004 0.1 0.0 0.0 -0.0001
C 4.21166 3.04929 -0.77594 0.1 0.1 -0.1 -0.0002
C 4.71755 3.15447 0.67121 0.0 0.0 -0.1 0.0001
C 5.22428 3.74697 -1.70835 -0.1 0.0 0.0 0.0000
Si 4.07283 1.23105 -1.29790 -0.6 0.1 0.6 -0.0017
Br 2.22202 0.51270 0.05320 0.7 0.2 -0.1 0.0060
C 5.40266 0.04240 -0.62638 0.0 -0.1 0.0 0.0002
C 5.22862 -1.36330 -1.22720 0.1 0.1 0.0 0.0006
C 5.36771 -0.14682 0.90192 0.1 0.1 -0.1 0.0001
C 6.78513 0.59537 -1.02519 0.0 0.0 0.0 0.0000
C 3.44831 0.88549 -3.05138 0.0 -0.1 -0.3 0.0031
C 2.66122 -0.43305 -3.18123 0.1 0.0 0.0 -0.0356
C 4.67388 0.83937 -3.99050 0.0 0.0 0.0 -0.0005
C 2.51751 2.00141 -3.54328 0.0 0.0 0.0 0.0024
H 3.00714 4.78275 -0.37018 0.0 0.0 0.0 0.0000
H 2.07782 3.28621 -0.29973 0.0 0.1 0.0 0.0006
H 2.53122 3.97697 -1.85714 0.0 0.0 0.0 0.0000
H 4.78818 4.21241 0.93989 0.0 0.0 0.0 0.0000
H 5.70882 2.72050 0.79876 0.0 0.0 0.0 0.0000
H 4.03285 2.67710 1.37569 0.0 0.0 0.0 -0.0001
H 5.32854 4.79226 -1.40355 0.0 0.0 0.0 0.0000
H 4.89850 3.73976 -2.75052 0.0 0.0 0.0 0.0000
H 6.21430 3.28918 -1.66503 0.0 0.0 0.0 0.0000
H 4.23080 -1.75859 -1.02995 0.0 -0.1 0.0 -0.0001
H 5.95394 -2.03439 -0.75560 0.0 0.0 0.0 0.0000
H 5.41128 -1.39294 -2.30058 0.0 0.0 0.0 -0.0001
H 4.44583 -0.62720 1.22648 0.0 0.0 0.0 0.0002
H 5.47222 0.78097 1.45795 0.0 0.0 0.0 -0.0001
H 6.20161 -0.79963 1.17855 0.0 0.0 0.0 0.0000
H 6.88920 0.72376 -2.10566 0.0 0.0 0.0 0.0000
H 7.55420 -0.11165 -0.70020 0.0 0.0 0.0 0.0000
H 6.99805 1.55355 -0.54993 0.0 0.0 0.0 0.0000
H 3.25372 -1.31117 -2.93172 0.0 0.0 0.0 0.0017
H 2.33811 -0.53784 -4.22308 0.0 0.0 0.0 0.0057
H 1.77014 -0.43733 -2.55110 0.0 0.0 -0.1 0.0245
H 5.37096 0.04165 -3.73583 0.0 0.0 0.0 -0.0001
H 5.22966 1.78088 -3.98791 0.0 0.0 0.0 0.0001
H 4.32815 0.66238 -5.01324 0.0 0.0 0.0 -0.0002
H 1.63855 2.11177 -2.90159 0.0 0.0 0.0 0.0010
H 2.17931 1.74065 -4.55059 0.0 0.0 0.0 0.0027
H 3.02196 2.96462 -3.61418 0.0 0.0 0.0 -0.0002
C -0.71886 1.52291 -5.70892 -0.1 0.0 0.0 -0.0044
S -0.88282 -0.11576 -6.43716 0.1 0.0 0.0 0.1474
C -1.76044 -1.09679 -5.33034 -0.1 0.1 0.1 0.2492
C -2.02996 -0.94904 -3.95857 0.1 -0.1 -0.1 0.0162
S -1.43290 0.15594 -2.86905 0.0 0.1 -0.3 0.4316
S -3.09072 -2.20557 -3.32375 -0.1 0.0 0.1 -0.0248
C -3.23730 -3.19664 -4.73513 0.1 0.0 0.0 -0.0203
S -4.06639 -4.58322 -4.80652 -0.1 -0.1 0.0 0.1182
S -2.39313 -2.51956 -6.09966 0.0 0.0 -0.1 0.0408
H -0.35118 2.13479 -6.53282 0.0 0.0 0.0 0.0001
H -0.01419 1.52355 -4.88775 0.0 0.0 0.0 0.0038
H -1.68437 1.89414 -5.37581 0.0 0.0 0.0 0.0079
O -1.57174 3.70363 -2.03538 0.2 0.1 0.1 0.0019
C -1.05582 2.91414 -1.34093 -0.1 -0.5 -0.3 0.0087
N -0.48808 2.07049 -0.70452 0.1 0.2 -0.6 0.0012
```
Positions in Å, forces in eV/Å.

Molar mass = 1297.99 u
Total charge = +1
⟨S²⟩ = 0.78
Electronic energy = -237700.6342 eV
Multiplicity = 2

=====

A cluster of 3 separate species, C24H35F2N2O11S in total in a non-equilibrium geometry. Source: the Open Molecules 2025 dataset; level of theory: wB97M-V/def2-TZVPD.

```
75
Properties=species:S:1:pos:R:3:forces:R:3:lowdin_charge:R:1
C 3.75252 -0.46159 2.78614 0.3 -0.3 0.0 -0.1025
C 2.99692 -1.79929 2.69971 0.0 0.3 0.1 -0.2081
C 3.21430 -2.64231 1.41960 0.2 0.2 0.5 -0.2812
C 4.64948 -2.45579 0.90958 0.1 -0.2 0.0 -0.0505
C 2.17257 -2.38630 0.31383 0.1 0.7 -0.3 -0.2356
C 2.82008 -2.87497 -1.06662 0.1 -0.2 -0.3 -0.7067
O 3.14442 -4.07684 -1.09173 0.1 -0.1 0.3 -0.0342
O 2.94666 -2.01424 -1.94979 -0.1 0.1 0.1 -0.0023
N 1.90719 -0.95225 0.15568 -0.4 0.1 1.3 0.1788
C 0.59333 -0.58318 0.16868 0.7 -1.1 -0.1 -0.4309
O 0.21044 0.53397 -0.04289 -0.6 0.9 0.0 0.1139
C -0.30430 -1.77813 0.56720 0.3 1.0 0.1 -0.2184
C -1.50156 -1.80512 -0.40645 -0.3 -0.3 0.8 -0.0548
C -2.46452 -0.61999 -0.24674 -0.1 -0.2 -0.6 -0.3484
C -3.88500 -1.01906 0.07890 -0.2 0.4 -0.1 -0.0261
F -2.53280 0.00256 -1.51578 0.1 0.0 0.0 -0.0499
C -0.79558 -1.43797 1.98068 -0.2 -0.2 0.5 -0.1505
C -0.22201 -0.45837 2.79405 -0.4 -0.3 -0.1 -0.0092
C -0.75915 -0.20340 4.05080 0.1 0.1 0.1 -0.1291
N -1.79559 -0.84302 4.59673 0.3 -0.2 -0.7 0.0644
C -2.31539 -1.79589 3.81857 -0.2 -0.1 0.0 -0.1314
C -1.88258 -2.11580 2.53808 0.2 0.4 0.1 -0.0407
C 0.70430 -2.96841 0.48083 -0.1 -1.3 -1.6 -0.2779
C 0.37767 -3.81104 -0.79594 -0.3 -0.4 0.6 -0.0477
S 0.45960 -4.20273 1.77448 -0.9 0.9 0.7 0.6790
O 0.80422 -3.73060 3.07414 0.4 -0.2 -0.1 -0.2322
O -0.83113 -4.79657 1.61676 0.1 -0.2 -0.2 -0.2532
F 1.49114 -5.29525 1.38026 0.2 -0.2 -0.1 -0.1110
H 4.76878 -0.63133 3.13728 0.1 0.0 0.0 0.0667
H 3.86969 0.04371 1.82974 -0.1 0.2 0.0 0.0626
H 3.28815 0.21698 3.49847 -0.1 0.1 0.0 0.0692
H 1.94348 -1.60919 2.86980 -0.1 -0.2 -0.1 0.0622
H 3.31562 -2.39893 3.55078 0.0 -0.1 0.1 0.1138
H 3.15689 -3.68491 1.71533 -0.2 -0.1 -0.1 0.1182
H 4.93829 -3.28952 0.27966 -0.1 0.0 -0.2 0.0791
H 5.34423 -2.44175 1.74863 0.0 0.1 0.1 0.0786
H 4.76427 -1.53767 0.33823 0.1 0.1 -0.1 0.0893
H 2.40837 -0.31582 0.76197 0.6 0.1 -0.6 0.1249
H -2.05975 -2.72633 -0.24645 0.0 -0.1 -0.1 0.1155
H -1.17337 -1.79339 -1.43860 0.2 0.0 -0.1 0.1327
H -2.08610 0.13685 0.43050 0.1 0.0 0.1 0.1188
H -4.54054 -0.16970 -0.11383 0.0 0.1 0.0 0.0796
H -4.00976 -1.28619 1.12309 0.1 -0.2 0.1 0.0701
H -4.21915 -1.82064 -0.57597 0.0 -0.2 0.1 0.0867
H 0.62955 0.11400 2.46358 0.0 0.2 0.0 0.1092
H -0.31196 0.58174 4.64902 0.0 0.0 0.1 0.1029
H -3.14138 -2.35879 4.23745 -0.1 0.0 0.1 0.1047
H -2.38331 -2.89654 1.99089 0.0 -0.1 0.0 0.1080
H 0.43830 -3.19490 -1.68365 0.2 0.1 -0.1 0.1056
H 1.09018 -4.62309 -0.85553 0.2 0.1 -0.3 0.0771
H -0.60433 -4.26724 -0.71785 -0.2 0.2 -0.1 0.0790
C -5.19036 6.59456 -1.97658 -0.1 0.1 0.0 -0.0547
O -4.63379 5.74677 -0.97540 0.0 0.1 0.0 -0.0049
C -3.90992 4.72977 -1.46461 0.1 -0.1 0.1 -0.6282
O -3.72187 4.51432 -2.63318 0.0 0.0 -0.1 0.1231
O -3.45122 4.02198 -0.44505 0.0 0.0 0.1 0.0129
C -2.64926 2.88299 -0.81348 0.1 0.0 0.0 -0.0128
H -5.74485 7.36649 -1.44972 0.0 0.0 0.1 0.0889
H -4.40466 7.05482 -2.57330 0.0 -0.1 -0.1 0.0946
H -5.86733 6.03732 -2.62194 0.1 0.0 -0.1 0.0947
H -1.76245 3.20094 -1.35707 0.0 0.0 -0.1 0.1033
H -3.22570 2.18618 -1.40852 0.0 0.0 -0.1 0.0850
H -2.34641 2.40851 0.11375 0.0 0.1 0.1 0.0904
C 0.88273 5.51241 -3.81022 -0.1 0.1 0.0 -0.0574
O 1.14417 4.46400 -2.88333 0.0 0.1 0.0 -0.0089
C 1.55364 3.31975 -3.45422 0.0 -0.1 0.1 -0.6302
O 1.70367 3.15862 -4.63902 0.0 0.0 -0.1 0.1135
O 1.74968 2.43049 -2.49994 0.0 0.0 0.0 0.0088
C 2.18375 1.13441 -2.95237 0.1 -0.3 0.1 -0.0169
H 0.56362 6.36861 -3.22147 0.0 -0.1 0.1 0.0880
H 1.78241 5.76990 -4.36750 0.0 -0.1 -0.1 0.0925
H 0.08809 5.23013 -4.49898 0.1 0.0 -0.1 0.0959
H 3.13899 1.21157 -3.46730 0.0 0.1 -0.1 0.0985
H 1.43767 0.69218 -3.60818 0.0 0.1 -0.1 0.1023
H 2.29803 0.50754 -2.07366 0.0 0.1 0.1 0.0635
```
Positions in Å, forces in eV/Å.

Molar mass = 597.61 u
Total charge = -1
Electronic energy = -67231.4602 eV

=====

A cluster of 3 separate species, C11H23IO12P2 in total in a non-equilibrium geometry. Source: the Open Molecules 2025 dataset; level of theory: wB97M-V/def2-TZVPD.

```
49
Properties=species:S:1:pos:R:3:forces:R:3:nbo_charge:R:1
O 1.97821 -4.60858 -5.07526 -2.9 3.5 3.3 -0.5354
C 1.29263 -3.86420 -4.30666 2.1 -4.2 -2.8 0.4206
I 1.60718 -1.70606 -4.38244 -0.4 -1.2 0.4 0.1514
C 0.27772 -4.60967 -3.31949 0.2 1.7 0.9 -0.5342
C -1.23292 -4.05771 -3.34713 0.4 -2.1 -0.7 0.0656
C -2.05364 -5.33716 -3.90033 0.9 1.9 -0.3 -0.1063
O -3.35760 -4.70921 -4.01391 0.6 2.0 -0.7 -0.5144
C -3.08426 -3.33692 -4.40633 -2.0 1.2 -0.2 0.9653
O -3.98019 -2.49748 -4.64125 4.5 -3.9 0.9 -0.5348
O -1.63949 -3.13380 -4.41436 -2.7 -0.5 0.8 -0.5174
H 0.26599 -5.73780 -3.49826 0.3 1.7 -0.2 0.2435
H 0.69725 -4.46190 -2.25084 -0.7 -0.1 -1.7 0.2582
H -1.61331 -3.52693 -2.41104 0.7 -1.4 -0.8 0.2141
H -1.93899 -6.32446 -3.34116 -0.9 1.6 -0.5 0.2224
H -1.69319 -5.42414 -4.98949 -0.1 -0.4 1.7 0.2008
C 4.01937 -1.19807 1.79599 0.3 -0.2 0.3 -0.2810
O 3.89455 -0.99553 0.39033 -2.0 1.4 2.3 -0.6815
P 3.36508 0.58497 -0.04571 4.0 -0.4 -9.0 2.2548
O 2.96941 0.11841 -1.44117 -0.8 -0.3 1.6 -1.0090
O 4.91102 1.13189 -0.04189 -1.0 0.9 0.8 -0.8076
C 5.91252 0.38894 -0.71958 0.4 -0.5 0.1 -0.2458
O 2.82786 2.18738 -0.34834 0.0 -1.1 3.5 -0.6430
C 1.44939 2.39789 -0.05288 -0.6 0.1 0.1 -0.2787
H 4.39801 -2.20602 1.97200 0.0 0.1 -0.1 0.1978
H 4.72121 -0.47627 2.22496 0.0 0.0 0.1 0.1765
H 3.04379 -1.09365 2.27616 0.1 -0.1 0.2 0.1719
H 5.50269 -0.24188 -1.51159 -0.1 0.1 0.1 0.2049
H 6.44404 -0.23506 0.00235 0.0 -0.1 -0.1 0.1709
H 6.62476 1.08924 -1.16230 -0.2 0.1 0.2 0.1908
H 1.25695 2.18211 1.00094 -0.3 0.2 -0.1 0.1853
H 0.82455 1.75873 -0.68138 0.0 0.0 0.0 0.1934
H 1.20483 3.44265 -0.25064 0.2 -0.1 0.0 0.2003
C -2.19877 4.32079 5.20012 0.0 0.4 0.3 -0.2817
O -1.71627 3.94756 3.91106 -1.7 -2.1 2.1 -0.6767
P -2.72034 2.81647 3.08664 3.3 2.9 -8.9 2.2517
O -1.59537 2.44488 2.12838 -0.1 -0.5 1.7 -1.0096
O -3.62487 4.03317 2.46377 -0.8 -1.2 0.6 -0.8050
C -2.97682 5.14279 1.86046 0.2 0.6 0.2 -0.2457
O -3.79994 1.68657 2.37350 -0.6 0.8 3.5 -0.6414
C -3.72053 0.38090 2.93523 0.0 -0.5 0.1 -0.2768
H -1.52456 5.06656 5.62354 0.0 -0.1 -0.1 0.2018
H -3.20100 4.75314 5.12220 0.0 0.0 0.1 0.1776
H -2.22383 3.44797 5.85631 0.0 0.2 0.2 0.1716
H -1.97420 4.89877 1.50231 -0.1 -0.2 0.1 0.2024
H -2.91453 5.95724 2.58547 0.1 0.0 -0.1 0.1734
H -3.57963 5.47867 1.01353 -0.1 -0.2 0.2 0.1943
H -3.94842 0.41930 4.00387 -0.1 -0.3 -0.1 0.1694
H -2.72219 -0.03752 2.78452 0.0 0.0 0.0 0.1906
H -4.45414 -0.25702 2.43979 0.0 0.2 0.0 0.2046
```
Positions in Å, forces in eV/Å.

Molar mass = 536.14 u
SMILES = O=C(I)C[C@@H]1COC(=O)O1.COP(=O)(OC)OC.COP(=O)(OC)OC
Electronic energy = -63021.3265 eV